1.
The following is a quantum chemistry calculation of 7 unconnected molecules or ions with the total composition C25H70N6O7 in a non-equilibrium geometry, from the OMol25 dataset.

The HOMO energy comes out at -8.85 eV. The calculation puts the total energy at -1849.52539 Ha. Its structure (SMILES) is COC[C@H](C)N.COC[C@H](C)N.COC[C@H](C)N.COC[C@H](C)N.COC[C@H](C)N.COC[C@H](C)N.CO. The HOMO-LUMO gap is 9.14 eV. As for the spin multiplicity: 1.

Each line ends with the Löwdin charge.
Atoms and positions in Å:
C  -11.550  -3.344  24.130  -0.15
O  -12.259  -3.495  22.913  -0.15
H  -12.070  -2.618  24.766  0.06
H  -11.362  -4.320  24.571  0.07
H  -10.584  -2.853  23.943  0.06
H  -11.987  -2.812  22.274  0.02
C  -12.609  -0.557  21.479  -0.04
C  -11.787  -0.952  20.245  -0.40
C  -10.814  0.205  19.952  -0.21
O  -11.374  1.352  19.346  -0.17
C  -12.191  1.130  18.230  -0.12
N  -11.065  -2.218  20.523  0.06
H  -11.910  -0.281  22.273  0.08
H  -13.246  -1.347  21.877  0.07
H  -13.260  0.275  21.208  0.09
H  -12.468  -1.056  19.405  0.12
H  -10.168  -0.230  19.165  0.11
H  -10.135  0.384  20.780  0.10
H  -11.652  0.592  17.432  0.10
H  -12.392  2.056  17.689  0.09
H  -13.093  0.605  18.539  0.08
H  -10.376  -2.237  19.770  0.06
H  -10.466  -2.154  21.348  0.04
C  -11.383  -5.889  29.276  -0.05
C  -10.470  -4.867  29.928  -0.47
C  -9.823  -3.978  28.858  -0.26
O  -9.134  -4.640  27.853  -0.17
C  -8.740  -3.730  26.837  -0.09
N  -11.086  -4.068  30.971  0.04
H  -12.260  -5.450  28.799  0.07
H  -11.610  -6.672  30.001  0.08
H  -10.856  -6.367  28.448  0.07
H  -9.541  -5.343  30.297  0.14
H  -9.134  -3.274  29.351  0.13
H  -10.716  -3.398  28.552  0.11
H  -9.665  -3.264  26.474  0.07
H  -8.330  -4.257  25.978  0.09
H  -8.039  -3.029  27.298  0.09
H  -11.437  -4.705  31.676  0.07
H  -10.393  -3.481  31.422  0.07
C  -12.156  -0.520  28.978  -0.07
C  -11.453  0.496  28.091  -0.43
C  -11.909  0.471  26.627  -0.23
O  -11.296  1.457  25.846  -0.19
C  -9.889  1.342  25.670  -0.10
N  -11.723  1.834  28.663  0.04
H  -11.801  -0.606  30.003  0.08
H  -12.020  -1.471  28.453  0.06
H  -13.220  -0.328  29.145  0.08
H  -10.388  0.252  28.145  0.13
H  -12.989  0.558  26.503  0.13
H  -11.682  -0.564  26.308  0.11
H  -9.736  1.691  24.648  0.09
H  -9.481  0.334  25.775  0.08
H  -9.391  2.011  26.376  0.09
H  -11.430  2.576  28.035  0.06
H  -12.732  1.929  28.723  0.07
C  -12.303  -5.358  19.440  -0.08
C  -12.314  -6.346  20.620  -0.41
C  -13.719  -6.919  20.793  -0.24
O  -13.705  -7.976  21.695  -0.19
C  -14.953  -8.582  21.864  -0.12
N  -11.464  -7.477  20.147  0.04
H  -11.286  -5.121  19.131  0.07
H  -12.702  -4.412  19.830  0.06
H  -12.894  -5.661  18.577  0.07
H  -11.948  -5.768  21.471  0.11
H  -14.173  -7.060  19.802  0.13
H  -14.344  -6.078  21.149  0.13
H  -14.794  -9.544  22.349  0.09
H  -15.426  -8.826  20.899  0.09
H  -15.740  -7.999  22.359  0.08
H  -10.491  -7.230  20.311  0.07
H  -11.637  -8.259  20.782  0.06
C  -7.715  -3.372  22.006  -0.04
C  -7.590  -1.925  21.564  -0.40
C  -7.543  -1.597  20.074  -0.23
O  -6.245  -1.841  19.614  -0.18
C  -6.034  -1.356  18.305  -0.10
N  -8.600  -1.110  22.278  0.02
H  -6.785  -3.939  21.911  0.08
H  -8.368  -3.935  21.325  0.08
H  -8.094  -3.552  23.010  0.06
H  -6.636  -1.507  21.919  0.14
H  -7.841  -0.555  19.890  0.12
H  -8.247  -2.215  19.489  0.12
H  -5.926  -0.267  18.269  0.09
H  -6.904  -1.593  17.685  0.09
H  -5.125  -1.801  17.913  0.09
H  -8.251  -0.150  22.178  0.08
H  -8.498  -1.128  23.293  0.07
C  -12.869  -6.657  24.588  -0.05
C  -13.709  -5.600  25.294  -0.44
C  -14.768  -5.069  24.333  -0.22
O  -15.620  -4.064  24.828  -0.17
C  -14.901  -2.884  25.192  -0.09
N  -14.310  -6.228  26.487  0.04
H  -12.366  -6.242  23.713  0.06
H  -13.583  -7.414  24.260  0.07
H  -12.096  -7.062  25.238  0.08
H  -13.076  -4.801  25.687  0.10
H  -15.360  -5.920  23.982  0.12
H  -14.287  -4.733  23.400  0.11
H  -15.647  -2.205  25.594  0.09
H  -14.396  -2.562  24.275  0.08
H  -14.138  -3.028  25.963  0.07
H  -14.620  -7.173  26.269  0.07
H  -15.179  -5.756  26.729  0.07



2.
The following is a quantum chemistry calculation of a molecular structure, C4H12CsO2 in a non-equilibrium geometry, from the OMol25 dataset.

The HOMO energy (spin up / spin down) comes out at -16.33 / -16.33 eV. The calculation puts the total energy at -329.48240 Ha. As for the total charge: +2. The HOMO-LUMO gap (spin up / spin down) is 9.58 / 3.00 eV. As for the spin multiplicity: 2. Its expectation value of S² is 0.754.

Each line ends with the Löwdin spin population.
Atoms and positions in Å:
Cs  -0.549  -0.553  -1.533  0.00
C  -2.309  -0.618  -4.602  0.00
O  -1.596  0.656  -4.738  0.00
H  -2.048  -1.261  -5.443  0.00
H  -2.095  -0.990  -3.601  0.00
H  -3.381  -0.427  -4.553  0.00
H  -0.804  0.543  -5.270  0.00
C  1.720  -0.497  1.449  0.02
C  0.892  -0.209  2.677  0.13
C  1.123  1.224  3.182  0.16
O  -0.460  -0.086  2.407  0.60
H  1.674  -1.562  1.222  0.01
H  2.773  -0.232  1.538  0.00
H  1.349  0.040  0.575  0.00
H  1.064  -1.078  3.312  0.04
H  2.170  1.440  3.393  0.03
H  0.622  1.208  4.149  0.00
H  0.738  2.098  2.657  0.00
H  -0.882  0.303  3.177  0.01



3.
The following is a quantum chemistry calculation of a molecular structure, H20O10 in a non-equilibrium geometry, from the OMol25 dataset.

The HOMO energy comes out at -7.86 eV. The calculation puts the total energy at -764.15970 Ha. The HOMO-LUMO gap is 7.84 eV. As for the spin multiplicity: 1.

Each line ends with the Löwdin charge.
Atoms and positions in Å:
H  0.998  0.144  -0.316  0.04
H  0.481  1.040  -1.345  0.09
H  3.895  -1.187  -1.779  0.05
H  4.126  0.193  -1.284  0.00
H  -1.821  -0.953  -0.075  0.04
H  -1.193  0.222  0.565  0.03
H  -3.144  3.388  0.192  0.05
H  -3.080  4.567  -0.977  0.04
H  -2.922  -1.868  -1.288  -0.03
H  -3.284  -1.669  0.225  0.05
H  -2.714  2.388  1.401  0.02
H  -1.560  1.567  1.647  0.08
H  2.497  2.204  -0.213  0.03
H  3.089  3.395  0.680  0.01
H  -0.762  -2.559  1.373  0.06
H  -0.715  -3.895  2.067  -0.02
H  3.613  -1.130  2.329  0.08
H  3.130  0.098  1.401  -0.03
H  -0.348  -2.357  -2.457  -0.02
H  0.814  -2.001  -1.568  0.05
O  0.173  0.245  -0.799  -0.14
O  3.656  -0.261  -1.962  -0.05
O  -0.917  -0.629  0.188  -0.14
O  -3.049  3.609  -0.807  -0.09
O  -3.277  -2.245  -0.556  0.00
O  -2.432  1.504  1.190  -0.04
O  2.879  2.496  0.627  -0.03
O  -0.850  -3.564  1.211  -0.08
O  2.847  -0.602  1.952  -0.06
O  -0.129  -2.142  -1.624  0.01